i) Below is a 2-piece molecular cluster, C2H9N2O overall, with properties calculated with ωB97M-V with the def2-TZVPD basis set.

```
! RIJCOSX wB97M-V def2-TZVPD def2/J DEFGRID3
* xyz 1 1
C -0.58 1.43 2.25
N 0.37 -0.24 -0.76
C 0.30 0.81 0.01
N 0.50 0.92 1.32
H -0.12 1.68 3.20
H -0.98 2.27 1.69
H -1.27 0.59 2.34
H 0.97 -1.05 -0.70
H -0.31 -0.41 -1.49
H -0.21 1.64 -0.49
H 1.15 0.21 1.64
H -0.07 -3.14 -2.07
H -0.68 -2.37 -3.22
O -0.36 -2.24 -2.30
*
```

Results
HOMO: -15.0 eV
M: 77.1 g mol⁻¹
lowest unoccupied orbital energy: -4.188 eV

ii) Below is a 2-piece molecular cluster, C2H9N2O overall, with properties calculated with ωB97M-V with the def2-TZVPD basis set.

```
! RIJCOSX wB97M-V def2-TZVPD def2/J DEFGRID3
* xyz 1 1
C 1.13 -1.37 0.72
N 0.06 -0.52 0.20
C -0.27 -0.54 -1.06
N -1.35 0.07 -1.51
H 1.68 -0.85 1.48
H 1.78 -1.76 -0.06
H 0.70 -2.23 1.23
H -0.14 0.29 0.81
H 0.34 -1.06 -1.79
H -1.96 0.48 -0.81
H -1.53 0.17 -2.49
H -0.89 2.40 1.24
H 0.47 2.87 0.99
O -0.02 2.04 1.04
*
```

Results
HOMO: -15.0 eV
M: 77.1 g mol⁻¹
lowest unoccupied orbital energy: -3.382 eV

Consider the structures shown above. The least stable of them is i).